[1]
The following is a DFT calculation (the ωB97M-V functional and the def2-TZVPD basis) of 7 unconnected molecules or ions with the total composition C37H62N8O2 at a distorted geometry.

The value obtained for the HOMO energy is -10.42 eV. The spin multiplicity is 1. The SMILES is CCCC[C@H](C#N)[C@@H](C#N)CCCCOC=O.CCCC#N.CCCC#N.CCCC#N.CCCC#N.CCCC#N.CCCC#N. As for the charge: 0. The frontier orbital gap is 10.655 eV. The LUMO energy comes out at 0.232 eV.

```
109
Properties=species:S:1:pos:R:3:mulliken_charge:R:1
C 1.54260 -0.81671 0.22604 -0.867
C 0.56309 -1.70164 0.98200 -0.699
C -0.20103 -2.69261 0.10472 -0.631
C -0.79642 -2.05131 -1.15684 -0.693
C -2.28582 -2.32730 -1.37126 1.197
C -3.04188 -1.39397 -0.55268 -0.525
N -3.60490 -0.66263 0.14812 -0.605
C -2.69028 -3.81830 -1.18429 0.811
C -3.76498 -3.94460 -0.19736 -0.295
N -4.62683 -4.02380 0.58914 -0.628
C -3.24936 -4.43878 -2.47692 -1.257
C -3.23346 -5.96891 -2.39870 -0.714
C -1.95678 -6.63746 -2.96389 -0.778
C -0.82786 -5.68089 -3.30335 0.956
O 0.42948 -6.42841 -3.25615 -0.408
C 1.29431 -5.92209 -2.35206 0.070
O 1.05778 -5.80250 -1.17788 -0.470
H 1.01999 0.05296 -0.16134 0.217
H 2.06121 -1.32775 -0.57444 0.326
H 2.25242 -0.44210 0.94575 0.139
H 1.12892 -2.28714 1.69868 0.477
H -0.13474 -1.12714 1.57980 0.197
H 0.49227 -3.48108 -0.16511 0.155
H -0.94817 -3.17875 0.72412 0.604
H -0.22243 -2.34673 -2.02288 0.441
H -0.69012 -0.98012 -1.04982 0.209
H -2.51488 -2.05097 -2.39315 -0.086
H -1.88817 -4.42277 -0.77964 0.551
H -2.76938 -4.03619 -3.35852 0.303
H -4.28837 -4.13607 -2.53006 0.591
H -4.11974 -6.34211 -2.89015 0.493
H -3.33970 -6.25810 -1.35971 0.363
H -1.58041 -7.31666 -2.21255 0.318
H -2.22342 -7.25698 -3.80828 0.245
H -0.91944 -5.36138 -4.33151 -0.249
H -0.74762 -4.85524 -2.61546 -0.241
H 2.25245 -5.60255 -2.77355 0.443
C 0.92640 2.49596 2.86695 -0.718
C 2.11841 2.77655 3.77625 -0.436
C 3.41172 2.16645 3.23494 0.272
C 3.26763 0.71338 3.12184 0.355
N 3.15367 -0.42621 3.03622 -0.608
H 0.72567 1.42417 2.78820 0.051
H 0.02837 2.96576 3.26523 0.131
H 1.09877 2.88206 1.85899 0.335
H 1.91140 2.38306 4.77330 0.178
H 2.25503 3.85232 3.88217 0.360
H 4.24725 2.39052 3.89550 -0.238
H 3.63983 2.57668 2.24965 0.337
C -3.58312 3.44549 -4.20621 -1.180
C -4.30303 2.31483 -3.47900 -0.328
C -3.87901 2.17941 -2.01223 -0.290
C -2.44572 1.89165 -1.91796 0.205
N -1.32115 1.66779 -1.85879 -0.498
H -2.50652 3.27397 -4.24191 0.333
H -3.93593 3.52537 -5.23470 0.351
H -3.76025 4.40356 -3.71405 0.296
H -4.11400 1.37390 -3.99988 0.183
H -5.37948 2.49075 -3.51553 0.345
H -4.42456 1.36747 -1.53133 0.252
H -4.08829 3.10033 -1.46706 0.332
C 8.19678 1.65785 4.17720 -0.898
C 8.70816 3.09430 4.15844 -0.412
C 8.07681 3.96686 5.24915 -0.497
C 6.62346 4.04106 5.08087 0.285
N 5.48672 4.10431 4.93706 -0.429
H 7.12433 1.61289 3.98305 0.141
H 8.69197 1.06651 3.40766 0.322
H 8.38881 1.18468 5.14190 0.297
H 8.50981 3.53528 3.18015 0.290
H 9.79079 3.09431 4.29576 0.300
H 8.47934 4.97877 5.20916 0.288
H 8.29056 3.55869 6.23762 0.272
C 0.36211 7.10371 -0.91932 -1.259
C -0.27822 5.94328 -0.16577 -0.341
C 0.09075 5.92077 1.32160 -0.249
C 1.53811 5.77899 1.50115 0.248
N 2.67080 5.65304 1.63879 -0.487
H 1.45056 7.03655 -0.90335 0.350
H 0.04963 7.09914 -1.96358 0.369
H 0.07269 8.06250 -0.48454 0.300
H 0.02186 5.00170 -0.62922 0.254
H -1.36403 6.01053 -0.25375 0.325
H -0.39864 5.08528 1.82234 0.095
H -0.22996 6.84071 1.81193 0.414
C -2.25152 -4.31241 -7.80789 -0.899
C -3.32068 -3.27201 -7.49262 -0.461
C -2.74189 -1.98183 -6.90006 -0.438
C -2.04379 -2.25498 -5.64169 0.278
N -1.50600 -2.47348 -4.65140 -0.406
H -1.72632 -4.63148 -6.90620 0.122
H -2.70184 -5.19854 -8.25388 0.342
H -1.51468 -3.91883 -8.51005 0.308
H -4.04584 -3.69857 -6.79700 0.287
H -3.86273 -3.02257 -8.40576 0.335
H -3.53620 -1.26218 -6.70280 0.218
H -2.03698 -1.52256 -7.59381 0.330
C 0.40046 -0.12601 6.61276 -1.016
C -1.12040 -0.06435 6.71245 -0.483
C -1.75325 0.77315 5.59636 -0.115
C -1.27342 2.15654 5.64641 0.252
N -0.88876 3.23451 5.67875 -0.498
H 0.84660 0.86418 6.71859 0.293
H 0.80936 -0.75442 7.40368 0.359
H 0.71679 -0.54220 5.65412 0.233
H -1.40375 0.34731 7.68297 0.297
H -1.52764 -1.07541 6.66258 0.324
H -2.83903 0.78201 5.68929 0.311
H -1.50311 0.35596 4.61953 0.070
```

=====

[2]
The following is a DFT calculation (the ωB97M-V functional and the def2-TZVPD basis) of a molecular structure, C37H63AsBaN2O2 at a distorted geometry.

Its energy above the lowest of the compared OMol25 structures with the same formula, charge and spin is 35.25 kcal/mol. The value obtained for the HOMO energy is -7.02 eV. The spin multiplicity is 1. As for the charge: 0. The frontier orbital gap is 7.256 eV. The LUMO energy comes out at 0.239 eV.

```
106
Properties=species:S:1:pos:R:3:mulliken_charge:R:1
Ba 0.71069 1.27765 0.37311 1.761
C -2.05284 -0.20683 2.04671 -1.073
N -1.00179 -0.72946 1.17601 1.080
C -0.22485 -1.77333 1.84819 -1.311
C -1.59170 -1.20247 -0.10269 -1.224
C -0.57431 -1.44781 -1.24392 -0.511
N 0.27173 -0.27250 -1.61049 0.177
C -0.37430 0.66320 -2.60832 -1.656
C -1.75000 1.22550 -2.23352 -0.129
C -2.88825 0.73755 -2.88322 0.333
C -4.15083 1.22431 -2.58286 -0.458
C -4.23005 2.26277 -1.63868 0.277
C -3.13546 2.81201 -0.98276 -0.806
C -1.86529 2.25072 -1.27654 1.379
O -0.77380 2.63258 -0.60216 -1.562
C -3.27504 3.98404 0.00228 2.310
C -2.40286 5.16494 -0.44048 -1.726
C -4.71881 4.47900 0.07564 -2.313
C -2.87198 3.55407 1.42427 -1.293
C -5.43585 0.70528 -3.24294 1.881
C -6.09620 1.83627 -4.04133 -1.634
C -6.40860 0.22308 -2.16265 -1.609
C -5.15317 -0.45075 -4.19469 -2.160
C 1.66711 -0.65099 -2.06726 -1.276
C 2.44609 -1.54300 -1.10101 0.374
C 2.60244 -2.88564 -1.41065 -0.048
C 3.24260 -3.77350 -0.54492 -0.586
C 3.74916 -3.22592 0.62679 0.052
C 3.66512 -1.87477 0.99059 -0.225
C 2.97085 -1.01051 0.11689 0.640
O 2.69563 0.27265 0.39317 -1.327
C 4.36107 -1.48882 2.32121 2.311
C 4.39632 0.00161 2.67919 -2.337
C 3.66281 -2.21338 3.47722 -1.562
C 5.82247 -1.95198 2.25025 -1.793
C 3.35948 -5.27050 -0.87227 2.047
C 4.09756 -5.44462 -2.20267 -1.690
C 1.95958 -5.87529 -1.00815 -1.620
C 4.11920 -6.04233 0.20355 -2.129
H -2.76269 -0.99472 2.33972 0.332
H -2.60039 0.58187 1.53180 0.169
H -1.62049 0.20812 2.95932 0.248
H -0.85554 -2.65013 2.06298 0.303
H 0.16274 -1.38885 2.79351 0.351
H 0.62891 -2.09976 1.24760 0.267
H -2.33041 -0.46791 -0.41958 0.073
H -2.13326 -2.14672 0.06291 0.426
H -1.13158 -1.79872 -2.12273 0.258
H 0.08902 -2.26119 -0.95741 0.416
H -0.46194 0.11682 -3.55529 0.362
H 0.30922 1.50181 -2.76364 0.468
H -2.76732 -0.04464 -3.62509 0.455
H -5.21013 2.67608 -1.41946 0.412
H -2.72595 5.54039 -1.41671 0.368
H -1.35177 4.89789 -0.51084 0.222
H -2.51036 5.97958 0.28497 0.454
H -5.09237 4.82989 -0.89100 0.447
H -4.77062 5.32094 0.77305 0.443
H -5.41070 3.71298 0.44252 0.395
H -1.84841 3.18284 1.46846 -0.067
H -3.54131 2.77062 1.80039 0.265
H -2.94927 4.40988 2.10657 0.564
H -6.39334 2.67152 -3.40080 0.286
H -6.99708 1.47953 -4.55307 0.470
H -5.40713 2.22756 -4.79659 0.349
H -6.68891 1.02313 -1.47240 0.300
H -5.96743 -0.58255 -1.56653 0.321
H -7.33419 -0.15735 -2.60839 0.452
H -4.50554 -0.14772 -5.02295 0.384
H -6.09160 -0.80765 -4.62609 0.433
H -4.67346 -1.29786 -3.69580 0.394
H 2.22086 0.27578 -2.23321 0.511
H 1.57145 -1.17018 -3.02763 0.266
H 2.19041 -3.25280 -2.34924 0.335
H 4.26279 -3.89183 1.31185 0.319
H 3.40999 0.41135 2.87613 0.321
H 4.83720 0.63097 1.90622 0.444
H 4.99921 0.10845 3.59149 0.496
H 2.62608 -1.87484 3.57374 0.122
H 4.17243 -2.00420 4.42534 0.471
H 3.63965 -3.30012 3.34771 0.290
H 6.34498 -1.47729 1.41436 0.400
H 5.92638 -3.03440 2.12679 0.295
H 6.34535 -1.67881 3.17449 0.475
H 3.56105 -4.96292 -3.02508 0.305
H 4.19836 -6.50569 -2.45157 0.454
H 5.09917 -5.00834 -2.16398 0.359
H 1.38527 -5.36906 -1.79008 0.322
H 1.39196 -5.79127 -0.07665 0.337
H 2.01688 -6.93602 -1.27406 0.448
H 5.15023 -5.69627 0.31960 0.394
H 4.16321 -7.10103 -0.06735 0.442
H 3.64631 -5.98248 1.18778 0.372
C 0.69987 4.80419 2.51625 -1.119
As 1.70527 3.10482 2.64452 0.393
C 3.45489 3.77501 2.05410 -1.036
C 2.01683 3.15390 4.54116 -1.202
H 1.29654 5.60612 2.94933 0.471
H -0.23546 4.69826 3.06508 0.337
H 0.44689 5.05651 1.48450 0.290
H 3.71380 4.64448 2.65542 0.416
H 3.44693 4.07640 1.00633 0.366
H 4.19814 2.99105 2.17425 0.223
H 2.34809 4.13560 4.87456 0.385
H 2.77582 2.41194 4.78494 0.365
H 1.09256 2.89416 5.05260 0.354
```

=====

| no. | calculated total energy (eV) |
| --- | --- |
| 1 | -55388.5158 |
| 2 | -108001.1903 |